[1]
44
Properties=species:S:1:pos:R:3:forces:R:3 method="wB97M-V/def2-TZVPD" s2=2.027 total_energy_ev=-45311.597 spin_multiplicity=3 e_homo_ha="-0.3124 / -0.3174"
Pt 0.723 0.450 0.572 -0.6548 -0.3948 -0.5212
F 2.330 -1.702 2.542 0.1716 0.8906 0.7479
F -0.189 2.369 5.283 0.0547 -1.2093 -0.8222
F 1.851 -1.954 5.273 -0.9482 0.8124 -0.9911
F 0.412 0.016 6.532 0.1069 -0.0695 -0.5700
F 0.315 2.607 2.570 0.7608 -0.3476 0.8731
O 2.485 1.093 1.502 -1.5240 -1.1664 2.3482
N -1.613 -0.044 -3.275 -1.3014 -0.0960 -0.2344
N 0.692 1.775 -0.982 -3.0247 2.5785 -0.2357
N 1.296 -0.627 -1.073 -1.1660 -3.8423 -0.4742
N 0.890 -0.686 -2.412 1.9430 0.8051 0.9214
N -2.219 -0.121 -2.085 -1.1191 -0.7246 1.2064
N 0.271 1.735 -2.315 2.2677 -0.0566 0.7953
C 1.792 0.684 2.613 -0.9764 -0.4635 0.3412
C -2.611 -0.354 -4.279 0.6540 0.3986 0.8101
C 2.560 -2.160 -2.074 -0.6755 0.0726 -0.1066
C 2.115 -1.691 -0.831 -0.2670 1.9264 -1.4502
C 0.963 3.063 -0.653 0.5314 -1.8796 -0.4315
C -3.515 -0.495 -2.221 1.7748 0.5802 -1.0547
C 1.816 -0.657 3.247 0.5627 0.6368 -0.9063
C 0.351 1.338 4.576 0.5778 -0.0274 0.4438
C 1.133 3.753 -1.837 0.1422 1.2055 -0.6908
C 0.794 1.537 3.274 0.7188 0.1406 -0.9633
C 0.688 0.135 5.225 0.0281 0.2811 0.1821
C 0.748 2.889 -2.865 -0.7209 -0.1241 0.3949
C -3.810 -0.613 -3.600 0.2614 -0.0944 -0.4662
C 1.382 -0.889 4.558 0.6138 0.6153 0.2575
C -2.646 -2.720 3.109 1.7346 -2.0257 -0.5826
C 1.791 -1.486 -3.045 -0.3438 -0.3215 1.2811
B -0.036 0.388 -3.097 -0.5933 -0.0576 -1.1512
H 1.542 4.765 -1.908 -0.3996 -0.5258 -0.2222
H -4.169 -0.693 -1.379 0.3178 0.2749 -0.0536
H 0.364 0.544 -4.223 0.0538 -0.0250 0.0487
H 1.830 -1.501 -4.128 -0.1199 -0.1843 0.2687
H -2.479 -0.367 -5.388 0.3610 0.1494 1.3811
H 2.313 -1.939 0.210 0.4360 0.0478 -0.5470
H -4.816 -0.856 -4.027 1.3538 0.2248 0.2828
H 0.795 2.992 -3.953 -0.2560 0.0935 0.5873
H 3.344 -2.878 -2.203 0.0224 -0.2196 -0.3114
H -1.961 -2.385 2.327 0.2441 -0.1364 0.2349
H 1.056 3.302 0.419 0.3483 0.0734 -0.9618
H -2.128 -3.049 4.018 0.0395 0.4802 -0.1949
H -3.310 -1.952 3.268 -1.6931 1.6200 0.6649
H -3.139 -3.613 2.734 -0.2973 0.0845 -0.1283


[2]
6
Properties=species:S:1:pos:R:3:forces:R:3 method="wB97M-V/def2-TZVPD" s2=2.006 de_lowest_ev=1.147 total_energy_ev=-5080.068 spin_multiplicity=3 e_homo_ha="-0.2916 / -0.3900"
N -0.998 0.917 -0.008 -5.7786 -1.7388 -0.9687
N -1.136 -0.669 0.014 -5.6902 3.3656 1.2941
C 0.129 -0.724 -0.091 5.1208 1.4471 -0.3759
C 0.265 0.725 0.027 7.0059 -2.4868 0.6477
H 0.616 -1.684 -0.198 0.7458 0.3288 -0.4591
H 1.124 1.435 0.256 -1.4037 -0.9159 -0.1381


[3]
11
Properties=species:S:1:pos:R:3:forces:R:3 method="wB97M-V/def2-TZVPD" de_lowest_ev=2.738 smiles="C=C1C[C@@H]1C#N" total_energy_ev=-6753.170 spin_multiplicity=1 e_homo_ha=-0.3886
N -0.385 3.625 -0.566 0.5283 -1.2343 0.4349
C -0.297 -0.004 -0.215 3.0622 1.4185 1.3639
C -1.141 -0.878 -0.658 -1.1998 -1.3374 0.5314
C 0.695 1.168 -0.332 -1.8317 0.9961 -2.1135
C 0.624 0.316 0.926 -0.6066 -0.1841 0.6041
C 0.075 2.576 -0.384 0.6418 -1.0005 -0.4734
H 0.058 0.679 1.837 1.0574 0.0203 -1.1953
H 1.458 0.980 -1.187 -1.0328 0.5278 2.0489
H 1.554 -0.237 1.153 -0.8672 0.0146 -0.1673
H -1.438 -1.699 0.044 0.2835 0.6869 -0.8767
H -1.635 -0.831 -1.614 -0.0352 0.0921 -0.1570


[4]
15
Properties=species:S:1:pos:R:3:forces:R:3 method="wB97M-V/def2-TZVPD" de_lowest_ev=1.298 total_energy_ev=-20576.886 spin_multiplicity=1 e_homo_ha=-0.3450
S -2.357 -0.602 -0.350 -0.0724 -0.1004 0.0425
O 3.122 -0.500 0.243 -0.3793 0.7449 -0.4901
N 1.231 0.612 -0.440 0.0850 0.3074 0.1915
N 0.429 -1.408 0.524 -1.5511 1.1438 -0.3436
N -1.032 0.419 -0.141 1.2108 -1.3478 -0.8676
C 0.246 -0.250 0.044 -0.7594 0.2001 0.1261
C 2.571 0.416 -0.340 0.8998 -0.1491 -0.3118
C -1.264 1.620 0.610 -0.9883 -0.5625 2.5468
H -1.264 1.342 1.709 0.0184 0.5082 -0.7794
H -2.280 -1.230 0.833 -0.1843 -0.1849 0.1704
H -2.273 1.978 0.414 0.1690 0.0770 -0.2530
H -0.564 2.423 0.499 0.5751 0.2721 -0.4832
H 1.401 -1.635 0.523 0.8092 -0.2246 0.0079
H 3.108 1.193 -0.947 0.0230 -0.3986 0.5732
H 0.907 1.474 -0.857 0.1445 -0.2856 -0.1297


[5]
8
Properties=species:S:1:pos:R:3:forces:R:3 method="wB97M-V/def2-TZVPD" de_lowest_ev=6.381 smiles="C=S(F)(F)=NF" total_energy_ev=-21540.444 spin_multiplicity=1 e_homo_ha=-0.3640
S 1.750 -0.191 -0.056 -0.4057 -4.2622 -0.3744
F 1.906 -1.552 -1.087 0.7728 1.5549 2.1905
F 2.463 -0.990 1.241 -0.8210 0.9363 -1.9582
F 3.881 1.119 0.026 -1.2452 -0.4757 -0.0165
N 2.524 1.052 -0.376 1.8166 1.4128 -0.6416
C 0.181 -0.011 -0.286 -0.6412 -1.2839 1.6796
H -0.483 -0.793 0.216 1.0927 0.9424 -1.4018
H -0.058 1.006 -0.173 -0.5689 1.1755 0.5224